{"formula": "C56H52O36", "method": "ωB97M-V with the def2-TZVPD basis set", "e_tot_ha": -4873.34787, "orbital_gap_ev": 7.634, "spin_multiplicity": 1, "mol_weight_da": 1301.00, "smiles": "O=C1C=C(O)C(=O)C=C1O.O=C1C=C(O)C(=O)C=C1O.O=C1C=C(O)C(=O)C=C1O.O=C1C=C(O)C(=O)C=C1O.O=C1C=C(O)C(=O)C=C1O.O=C1C=C(O)C(=O)C=C1O.O=C1C=C(O)C(=O)C=C1O.O=C1C=C(O)C(=O)C=C1O.COCCOC.COCCOC", "lumo_energy_ev": -2.0, "elements": ["O", "C", "C", "C", "O", "C", "O", "C", "C", "O", "H", "H", "H", "H", "O", "C", "C", "C", "O", "C", "O", "C", "C", "O", "H", "H", "H", "H", "O", "C", "C", "C", "O", "C", "O", "C", "C", "O", "H", "H", "H", "H", "O", "C", "C", "C", "O", "C", "O", "C", "C", "O", "H", "H", "H", "H", "O", "C", "C", "C", "O", "C", "O", "C", "C", "O", "H", "H", "H", "H", "O", "C", "C", "C", "O", "C", "O", "C", "C", "O", "H", "H", "H", "H", "O", "C", "C", "C", "O", "C", "O", "C", "C", "O", "H", "H", "H", "H", "O", "C", "C", "C", "O", "C", "O", "C", "C", "O", "H", "H", "H", "H", "C", "O", "C", "C", "O", "C", "H", "H", "H", "H", "H", "H", "H", "H", "H", "H", "C", "O", "C", "C", "O", "C", "H", "H", "H", "H", "H", "H", "H", "H", "H", "H"], "coordinates": [[2.3765, -5.7524, -7.3054], [2.7723, -6.0186, -6.1380], [2.8346, -7.4515, -5.7885], [3.1939, -7.8481, -4.5124], [3.3515, -9.1359, -4.1818], [3.5034, -6.8900, -3.3703], [3.7355, -7.1635, -2.2208], [3.4841, -5.5074, -3.8320], [3.1696, -5.1177, -5.0776], [3.1308, -3.7747, -5.4306], [2.6519, -8.2013, -6.5440], [3.3359, -9.2714, -3.2315], [3.7474, -4.6261, -3.2659], [2.7667, -3.6850, -6.3143], [-9.0605, -8.5767, -2.3852], [-8.4603, -7.5053, -2.2339], [-8.6869, -6.3990, -3.1830], [-7.9715, -5.2784, -3.1126], [-8.2038, -4.2123, -3.9457], [-6.8750, -4.9969, -2.1354], [-6.1681, -3.9789, -2.1369], [-6.6944, -6.0880, -1.1485], [-7.3635, -7.2013, -1.2079], [-7.0436, -8.2165, -0.3810], [-9.3704, -6.5018, -4.0128], [-7.3949, -3.6955, -3.9636], [-5.9950, -5.9850, -0.3320], [-7.6006, -8.9983, -0.3931], [-8.9992, 10.8312, 0.6684], [-8.2082, 10.0855, 1.2087], [-8.2835, 8.6263, 1.1862], [-7.4091, 7.8743, 1.8025], [-7.5126, 6.4697, 1.6148], [-6.2689, 8.3486, 2.6717], [-5.3619, 7.5831, 3.0987], [-6.2255, 9.8206, 2.6740], [-7.0854, 10.6286, 2.0033], [-6.8175, 11.9916, 1.9456], [-9.0612, 8.0929, 0.6598], [-6.7887, 6.0032, 2.0389], [-5.4037, 10.2315, 3.2415], [-7.4976, 12.3279, 1.3575], [2.9945, 10.3939, 1.8773], [4.1516, 10.8889, 1.8537], [4.7549, 11.1428, 0.5394], [6.0253, 11.6160, 0.5125], [6.6787, 11.9268, -0.6744], [6.9419, 11.8162, 1.6993], [8.0976, 12.3429, 1.7147], [6.2542, 11.5014, 2.9853], [5.0338, 10.9751, 3.0334], [4.5988, 10.5495, 4.2500], [4.1580, 11.0186, -0.3521], [7.5692, 12.2066, -0.4499], [6.8851, 11.4938, 3.8618], [3.6880, 10.2470, 4.2277], [-4.0885, -10.5808, -6.0695], [-3.9884, -11.2349, -5.0773], [-3.0958, -10.7932, -3.9892], [-2.7983, -11.4876, -2.8617], [-1.9859, -10.9148, -1.9078], [-3.4262, -12.8218, -2.5095], [-3.1206, -13.6001, -1.6071], [-4.5195, -13.1788, -3.4821], [-4.7039, -12.4676, -4.6765], [-5.7406, -12.8869, -5.4458], [-2.6562, -9.8124, -4.0946], [-1.7613, -11.4654, -1.1541], [-5.1185, -14.0590, -3.3010], [-5.8780, -12.2330, -6.1351], [6.8590, -2.8113, 2.6535], [7.0566, -3.9508, 3.1179], [8.1749, -4.7350, 2.6686], [8.6180, -5.8380, 3.3212], [9.5962, -6.5841, 2.8289], [7.9756, -6.4445, 4.5638], [8.4072, -7.4386, 5.2167], [6.6703, -5.8110, 4.8425], [6.3268, -4.6158, 4.2134], [5.1384, -4.0175, 4.5142], [8.8105, -4.4872, 1.8313], [9.5808, -7.4707, 3.1966], [6.0049, -6.2389, 5.5776], [4.7613, -3.5252, 3.7814], [-7.6039, -3.4473, 4.0613], [-6.5271, -2.9240, 4.4737], [-5.8817, -1.6600, 3.9905], [-4.8222, -1.0513, 4.5332], [-4.4047, 0.1216, 4.1150], [-4.0311, -1.7654, 5.6826], [-3.0215, -1.1877, 6.1484], [-4.6085, -3.0545, 6.0977], [-5.7012, -3.5638, 5.5203], [-6.1157, -4.8218, 5.8048], [-6.4631, -1.2069, 3.2012], [-3.4529, 0.1893, 4.2200], [-4.1611, -3.6207, 6.9012], [-6.9612, -4.9480, 5.3680], [-2.4475, 7.2104, -4.2220], [-3.0574, 6.2174, -4.4895], [-2.4995, 4.8532, -4.6420], [-3.1794, 3.7832, -5.0017], [-2.5365, 2.6091, -4.9975], [-4.6569, 3.7775, -5.2453], [-5.3418, 2.7645, -5.4874], [-5.2266, 5.1279, -5.1014], [-4.5101, 6.2653, -4.8577], [-5.1571, 7.4469, -4.8724], [-1.4288, 4.7162, -4.6784], [-3.2159, 1.9333, -5.0556], [-6.3052, 5.1665, -5.1422], [-4.5867, 8.1491, -4.5512], [8.6812, 4.7919, 3.6284], [9.2867, 4.9860, 2.3411], [8.3690, 5.3299, 1.3734], [9.0677, 5.8971, 0.0964], [9.7808, 7.1728, 0.2547], [11.0692, 6.9948, 0.8171], [7.9376, 3.9953, 3.6550], [8.3557, 5.8083, 3.8497], [9.5566, 4.4335, 4.1699], [7.7949, 6.1757, 1.7517], [7.7854, 4.4704, 1.0435], [8.4541, 6.1395, -0.7713], [9.6800, 5.1222, -0.3648], [11.6013, 6.2153, 0.2720], [11.0721, 6.9172, 1.9044], [11.6469, 7.9003, 0.6313], [1.1843, 2.7975, 2.1121], [0.7116, 1.4623, 1.8527], [1.2578, 0.9023, 0.6743], [0.5332, -0.4308, 0.4088], [0.9482, -1.3157, 1.4084], [0.2233, -2.5863, 1.5701], [1.1256, 3.4897, 1.2722], [2.1405, 2.8419, 2.6335], [0.6116, 3.3034, 2.8894], [2.3184, 0.6563, 0.7263], [1.0469, 1.6280, -0.1112], [0.7957, -0.8760, -0.5509], [-0.5397, -0.2389, 0.4063], [-0.7810, -2.2535, 1.8324], [0.7528, -3.1398, 2.3457], [0.2633, -3.1219, 0.6216]], "atomic_forces_ev_per_a": [[1.2, 0.8, 3.1], [-1.4, -3.1, -3.4], [0.9, -0.3, 2.5], [-0.2, -0.3, -0.7], [-0.4, -0.3, -0.9], [-0.3, 1.8, -1.3], [-0.1, -1.2, 0.0], [0.1, 1.7, -1.0], [-0.4, 2.6, -0.5], [0.4, -1.4, 1.3], [-0.1, 0.1, -0.1], [0.2, 0.3, 0.5], [0.1, -0.4, 1.0], [-0.1, -0.3, -0.5], [1.5, 1.6, 1.3], [-0.6, -0.3, -1.6], [0.2, -0.1, 0.2], [0.1, 2.3, -1.1], [-0.2, -1.5, 0.2], [1.2, -0.1, 1.6], [-1.6, -1.7, -0.6], [1.0, 2.4, 0.0], [-1.9, -3.7, -0.2], [0.6, 0.5, 0.6], [-0.3, -0.2, 0.2], [0.3, 0.5, 0.2], [0.3, 0.2, -0.2], [-0.6, 0.1, -0.6], [0.3, 0.1, -0.1], [-0.7, -0.4, 0.2], [-1.1, 0.6, -0.6], [1.3, -4.6, 0.8], [-0.4, 2.4, 0.1], [1.8, -0.7, -0.7], [-3.1, 2.1, -1.0], [0.2, 0.2, 0.7], [2.4, 1.1, 0.7], [-0.7, -2.3, 0.2], [-0.2, 0.4, -0.3], [0.4, 0.3, 0.4], [0.1, 0.3, -0.1], [-0.5, 0.5, -0.3], [2.5, 1.4, 1.0], [-2.5, -2.4, -1.9], [1.4, 1.1, 0.9], [1.8, 0.3, -2.6], [-1.7, -0.6, 1.1], [0.9, 1.9, 2.5], [-3.8, -2.0, -1.3], [1.6, -0.4, -1.0], [-0.5, 0.1, 1.8], [0.2, 0.3, -0.6], [0.0, 0.0, 0.1], [0.5, 0.2, 0.2], [-0.1, 0.2, 0.1], [-0.4, -0.1, -0.4], [-1.0, -0.1, -1.6], [1.7, 0.0, 3.1], [0.7, -0.2, 1.1], [0.6, 0.6, 1.3], [-0.5, 0.3, -1.4], [-1.1, -1.6, -1.2], [0.1, 2.0, -0.9], [1.0, 1.9, -1.8], [-1.8, -2.6, 1.9], [0.7, 0.2, 0.1], [0.1, 0.0, -0.1], [-0.4, -0.7, -0.1], [0.0, 0.0, 0.0], [0.0, 0.2, -0.5], [-0.8, -2.3, 1.3], [2.1, 1.8, -1.2], [1.6, -1.4, 0.2], [-0.6, -0.9, 0.3], [0.7, 0.4, -0.8], [-0.9, -1.4, 1.5], [-0.7, 3.0, -2.6], [0.3, 2.1, -0.8], [-2.3, -1.2, 1.2], [0.5, -1.1, 0.8], [-0.4, 0.5, -0.3], [0.0, -0.2, 0.6], [0.0, 0.1, 0.1], [0.4, 0.4, -0.3], [3.4, 1.6, 1.3], [-1.0, 0.7, -1.3], [-2.3, -0.7, -0.5], [0.4, -1.9, 1.0], [0.0, 0.5, -0.6], [1.0, 1.7, 0.2], [-2.5, -1.7, -1.2], [0.5, 0.6, 0.3], [-0.7, -2.1, 0.2], [0.8, 0.7, 0.7], [0.2, 0.4, -0.2], [0.5, 0.2, 0.5], [0.3, 0.0, -0.1], [-0.6, 0.0, -0.4], [0.4, 0.9, 0.5], [-0.5, -1.9, -1.6], [1.1, 1.7, -0.3], [-0.4, -1.4, 0.6], [-0.1, -0.1, -0.4], [-1.4, -0.1, 0.2], [2.0, 1.8, 0.5], [0.0, 0.3, 0.1], [-1.6, -0.7, 0.0], [0.1, -0.7, 0.1], [0.2, 0.3, 0.7], [-0.3, -0.6, -0.3], [-0.1, 0.2, -0.3], [0.5, 0.2, 0.1], [1.7, 0.3, -1.2], [0.6, -1.1, 0.0], [0.4, 1.7, -1.9], [0.6, 0.8, -0.2], [-0.4, -1.7, 0.4], [0.4, 1.0, -0.3], [-0.4, 0.3, -0.2], [-0.5, -0.4, 1.1], [-0.4, 0.4, 0.8], [-0.8, -0.1, 0.0], [-0.5, 0.0, 0.1], [-1.1, -0.1, 0.6], [0.8, -0.1, 0.5], [0.0, -0.4, 0.5], [-0.2, -0.7, 0.0], [-0.2, 0.3, -0.3], [-0.3, -0.1, 0.9], [0.5, 1.1, 0.5], [-0.9, -0.6, -0.2], [0.2, 0.3, 0.2], [0.2, -1.3, 1.1], [0.8, 2.4, -0.8], [0.3, -0.4, -0.4], [0.7, -0.5, -0.8], [-0.9, -0.6, -0.1], [0.3, 0.4, 0.3], [0.3, -0.2, -0.6], [0.1, 0.3, -0.5], [-0.3, -0.1, 0.2], [-0.3, -0.8, 0.2], [-0.3, 0.1, 0.0], [-0.3, -0.2, 0.0]]}